(1)
Formula: C24H37BrN2O3
Source: the OMol25 dataset
Level of theory: wB97M-V/def2-TZVPD

The geometry in XYZ format:
```
67
Properties=species:S:1:pos:R:3
C -2.929 4.293 0.133
C -2.199 3.266 -0.286
C -1.710 1.736 -0.459
C -2.244 0.987 -1.744
C -3.187 1.813 -2.792
C -2.332 2.628 -3.904
C -1.763 3.967 -3.692
N -1.862 -0.421 -1.975
C -1.019 -1.210 -1.055
C -0.652 -2.779 -1.316
Br -1.508 -3.873 0.154
C -1.253 -3.353 -2.701
C -1.245 -4.986 -2.797
C -0.421 -0.522 0.270
N 0.421 -1.355 1.154
C -0.746 1.014 0.609
C -0.170 1.773 1.916
O -0.661 2.866 2.381
O 0.920 1.192 2.644
C 1.836 2.200 3.156
C 2.604 3.044 2.001
C 3.424 2.104 0.971
C 2.941 2.420 -0.546
C 3.618 1.293 -1.512
C 3.132 1.536 -3.063
C 2.583 0.141 -3.690
H -3.666 5.129 0.459
H -3.913 2.538 -2.240
H -3.886 1.065 -3.351
H -2.164 2.192 -4.974
H -2.263 4.900 -4.171
H -0.784 4.167 -3.108
H -2.234 -0.841 -2.855
H 0.489 -2.966 -1.333
H -0.661 -2.940 -3.619
H -2.373 -3.044 -2.827
H -2.302 -5.420 -2.563
H -1.011 -5.350 -3.882
H -0.484 -5.474 -2.084
H -0.167 -1.952 1.774
H 1.086 -1.937 0.601
H 1.384 2.924 3.928
H 2.673 1.615 3.724
H 3.367 3.739 2.549
H 1.871 3.719 1.427
H 3.390 0.981 1.221
H 4.545 2.421 1.051
H 3.278 3.470 -0.915
H 1.791 2.309 -0.676
H 4.773 1.291 -1.419
H 3.264 0.265 -1.107
H 4.021 1.986 -3.657
H 2.225 2.265 -2.996
H 1.435 0.130 -3.499
H 2.861 -0.015 -4.796
H 3.046 -0.737 -3.086
C -1.719 -2.050 5.368
C -1.901 -3.529 4.979
C -0.728 -4.349 5.547
O -1.858 -3.614 3.648
H -0.784 -1.629 4.980
H -2.546 -1.435 4.995
H -1.698 -1.942 6.460
H -2.800 -3.875 5.518
H 0.242 -4.009 5.166
H -0.830 -5.413 5.306
H -0.697 -4.264 6.641
```

Values from the calculation:
- energy above the lowest of the compared OMol25 structures with the same formula, charge and spin (kcal per mole) = 0.0
- molecular weight (g/mol) = 481.48
- E_tot (a.u.) = -3845.218125
- frontier orbital gap (eV) = 2.509

Computed Mulliken charges, given in elementary charges: number 1, C, carries -0.317; number 2, C, carries -1.020; number 3, C, carries 0.507; number 4, C, carries 0.402; number 5, C, carries -0.824; number 6, C, carries -0.210; number 7, C, carries -0.549; number 8, N, carries 0.054; number 9, C, carries 0.105; number 10, C, carries -0.420; number 11, Br, carries 0.009; number 12, C, carries -0.447; number 13, C, carries -1.038; number 14, C, carries 0.088; number 15, N, carries -0.252; number 16, C, carries 0.340; number 17, C, carries 0.381; number 18, O, carries -0.560; number 19, O, carries -0.255; number 20, C, carries -0.605; number 21, C, carries -0.721; number 22, C, carries -0.490; number 23, C, carries -0.367; number 24, C, carries -0.515; number 25, C, carries -0.242; number 26, C, carries -0.750; number 27, H, carries 0.358; number 28, H, carries 0.376; number 29, H, carries 0.404; number 30, H, carries 0.300; number 31, H, carries 0.236; number 32, H, carries 0.227; number 33, H, carries 0.304; number 34, H, carries 0.364; number 35, H, carries 0.283; number 36, H, carries 0.244; number 37, H, carries 0.277; number 38, H, carries 0.313; number 39, H, carries 0.297; number 40, H, carries 0.231; number 41, H, carries 0.316; number 42, H, carries 0.334; number 43, H, carries 0.339; number 44, H, carries 0.433; number 45, H, carries 0.330; number 46, H, carries 0.330; number 47, H, carries 0.343; number 48, H, carries 0.276; number 49, H, carries 0.044; number 50, H, carries 0.279; number 51, H, carries 0.158; number 52, H, carries 0.320; number 53, H, carries 0.160; number 54, H, carries 0.018; number 55, H, carries 0.337; number 56, H, carries 0.237; number 57, C, carries -1.109; number 58, C, carries 0.450; number 59, C, carries -1.324; number 60, O, carries -0.746; number 61, H, carries 0.138; number 62, H, carries 0.292; number 63, H, carries 0.398; number 64, H, carries 0.144; number 65, H, carries 0.279; number 66, H, carries 0.307; number 67, H, carries 0.397

(2)
Formula: C24H37ClN2O3V
Source: the OMol25 dataset
Level of theory: wB97M-V/def2-TZVPD

The geometry in XYZ format:
```
68
Properties=species:S:1:pos:R:3
V -1.320 -0.120 0.129
Cl -3.053 0.976 1.454
N -0.193 1.826 -0.164
N -0.346 -2.035 -0.094
C -0.887 2.710 -0.856
C -0.783 -2.876 -0.983
C 1.122 2.520 0.102
C 0.694 3.980 0.113
C 2.081 2.287 -1.056
C 1.739 2.093 1.402
H 1.649 2.611 -2.014
H 2.338 1.226 -1.129
H 3.002 2.862 -0.890
H 0.998 2.141 2.203
H 2.576 2.769 1.639
H 2.120 1.069 1.348
C 0.826 -2.695 0.594
C 0.853 -4.087 -0.013
C 0.575 -2.737 2.073
C 2.083 -1.899 0.295
H 2.196 -1.764 -0.791
H 2.959 -2.436 0.681
H 2.027 -0.915 0.778
H -0.337 -3.303 2.292
H 0.429 -1.643 2.412
H 1.440 -3.174 2.602
O -0.213 -4.070 -1.046
H 0.601 -4.888 0.700
H 1.792 -4.347 -0.522
O -0.513 3.976 -0.772
H 1.401 4.704 -0.306
H 0.384 4.331 1.108
C -2.014 2.330 -1.757
C -1.871 -2.530 -1.945
C -1.395 -1.276 -2.623
H -2.765 -2.303 -1.345
H -2.076 -3.352 -2.610
C -1.599 -0.085 -1.923
C -1.498 1.162 -2.550
H -2.283 -0.352 1.398
C -0.811 1.234 -3.779
C -0.379 0.035 -4.392
C -0.525 2.584 -4.366
C -0.693 -1.215 -3.844
H 0.148 0.087 -5.352
C -0.290 -2.516 -4.491
H 0.263 -2.342 -5.422
H -1.191 -3.100 -4.726
H 0.331 -3.147 -3.833
H -1.469 3.139 -4.463
H -0.068 2.493 -5.359
H 0.140 3.202 -3.739
H -2.343 3.174 -2.351
H -2.826 2.011 -1.090
C -0.630 1.489 4.072
C -0.144 0.058 3.813
C 1.152 -0.167 4.603
C -1.217 -0.916 4.282
O 0.082 -0.167 2.447
H -0.982 1.560 5.109
H -1.456 1.740 3.402
H 0.182 2.209 3.949
H 0.980 0.029 5.668
H 1.513 -1.197 4.493
H 1.943 0.505 4.246
H -2.119 -0.789 3.672
H -0.863 -1.947 4.181
H -1.463 -0.732 5.334
```

Values from the calculation:
- spin multiplicity = 3
- charge = -1
- molecular weight (g/mol) = 487.97
- E_tot (a.u.) = -2676.093056
- frontier orbital gap (spin up / spin down) (eV) = 5.747 / 4.874

Computed Mulliken charges, given in elementary charges: number 1, V, carries -0.726; number 2, Cl, carries -0.549; number 3, N, carries 0.635; number 4, N, carries 0.439; number 5, C, carries 0.615; number 6, C, carries 0.569; number 7, C, carries 1.337; number 8, C, carries -0.768; number 9, C, carries -1.287; number 10, C, carries -1.820; number 11, H, carries 0.208; number 12, H, carries 0.156; number 13, H, carries 0.420; number 14, H, carries 0.075; number 15, H, carries 0.453; number 16, H, carries 0.221; number 17, C, carries 1.214; number 18, C, carries -0.691; number 19, C, carries -0.933; number 20, C, carries -1.135; number 21, H, carries 0.423; number 22, H, carries 0.491; number 23, H, carries -0.392; number 24, H, carries 0.607; number 25, H, carries -0.517; number 26, H, carries 0.373; number 27, O, carries -0.433; number 28, H, carries 0.301; number 29, H, carries 0.330; number 30, O, carries -0.435; number 31, H, carries 0.284; number 32, H, carries 0.383; number 33, C, carries -1.903; number 34, C, carries -1.900; number 35, C, carries 0.558; number 36, H, carries 0.285; number 37, H, carries 0.455; number 38, C, carries 0.879; number 39, C, carries 0.296; number 40, H, carries 0.244; number 41, C, carries 1.652; number 42, C, carries -1.367; number 43, C, carries -1.749; number 44, C, carries 1.406; number 45, H, carries 0.211; number 46, C, carries -1.738; number 47, H, carries 0.386; number 48, H, carries 0.311; number 49, H, carries 0.235; number 50, H, carries 0.319; number 51, H, carries 0.400; number 52, H, carries 0.229; number 53, H, carries 0.462; number 54, H, carries 0.251; number 55, C, carries -1.860; number 56, C, carries 1.501; number 57, C, carries -1.634; number 58, C, carries -1.681; number 59, O, carries -0.267; number 60, H, carries 0.512; number 61, H, carries 0.201; number 62, H, carries 0.425; number 63, H, carries 0.423; number 64, H, carries 0.285; number 65, H, carries 0.232; number 66, H, carries 0.279; number 67, H, carries 0.320; number 68, H, carries 0.495

(3)
Formula: C24H37FeN3P2S
Source: the OMol25 dataset
Level of theory: wB97M-V/def2-TZVPD

The geometry in XYZ format:
```
68
Properties=species:S:1:pos:R:3
C -1.926 2.299 -3.640
C -1.562 1.957 -2.337
C -1.852 0.658 -1.851
C -2.501 -0.283 -2.705
C -2.765 0.070 -4.041
C -2.493 1.354 -4.504
C -3.041 -1.515 -2.164
C -3.359 -1.428 -0.754
C -2.723 -0.458 0.075
C -3.259 -0.174 1.357
C -4.339 -0.920 1.827
C -4.880 -1.962 1.069
C -4.403 -2.201 -0.215
H -1.716 3.311 -3.986
H -3.207 -0.684 -4.699
H -2.703 1.631 -5.539
H -3.861 -1.939 -2.770
H -4.735 -0.704 2.822
H -5.669 -2.585 1.494
H -4.816 -3.002 -0.832
N -1.690 0.315 -0.494
Fe -0.114 0.579 0.367
C -0.875 2.961 -1.440
H -1.508 3.218 -0.576
H -0.608 3.870 -1.990
C -2.678 0.962 2.182
H -2.782 1.932 1.668
H -3.158 1.024 3.166
P 0.680 2.235 -0.767
P -0.881 0.693 2.439
C -0.759 -0.852 3.386
H 0.294 -1.140 3.484
H -1.202 -0.728 4.382
H -1.290 -1.650 2.855
C -0.221 2.030 3.470
H -0.589 1.942 4.501
H 0.874 1.970 3.466
H -0.521 2.999 3.051
C 1.603 1.674 -2.232
H 2.191 2.493 -2.664
H 2.260 0.846 -1.947
H 0.899 1.294 -2.982
C 1.560 3.573 0.067
H 2.505 3.194 0.482
H 1.761 4.396 -0.637
H 0.942 3.941 0.899
H -2.225 -2.845 -2.628
H -1.749 -3.447 -2.747
C 1.448 -2.864 1.043
N 2.790 -2.378 0.741
C 3.757 -3.368 0.272
C 3.035 -1.064 0.729
S 1.845 0.069 1.307
N 4.255 -0.574 0.372
C 5.483 -1.239 0.822
C 4.389 0.876 0.218
H 1.500 -3.951 1.004
H 0.710 -2.517 0.306
H 1.134 -2.561 2.047
H 4.239 -3.038 -0.656
H 4.505 -3.590 1.048
H 3.218 -4.297 0.077
H 6.244 -0.464 0.934
H 5.363 -1.745 1.790
H 5.853 -1.943 0.069
H 3.739 1.254 -0.580
H 4.159 1.420 1.148
H 5.426 1.071 -0.061
```

Values from the calculation:
- spin multiplicity = 6
- charge = +1
- molecular weight (g/mol) = 517.44
- E_tot (a.u.) = -3445.302483
- frontier orbital gap (spin up / spin down) (eV) = 6.409 / 7.022

Computed Mulliken charges, given in elementary charges: number 1, C, carries -0.790; number 2, C, carries 0.856; number 3, C, carries 0.235; number 4, C, carries 1.110; number 5, C, carries -0.769; number 6, C, carries -0.958; number 7, C, carries -1.756; number 8, C, carries 0.887; number 9, C, carries 0.480; number 10, C, carries 0.901; number 11, C, carries -0.736; number 12, C, carries -0.974; number 13, C, carries -0.781; number 14, H, carries 0.398; number 15, H, carries 0.432; number 16, H, carries 0.382; number 17, H, carries 0.491; number 18, H, carries 0.389; number 19, H, carries 0.386; number 20, H, carries 0.433; number 21, N, carries -0.162; number 22, Fe, carries -0.011; number 23, C, carries -1.373; number 24, H, carries 0.321; number 25, H, carries 0.574; number 26, C, carries -1.479; number 27, H, carries 0.362; number 28, H, carries 0.511; number 29, P, carries 1.371; number 30, P, carries 1.271; number 31, C, carries -1.424; number 32, H, carries 0.375; number 33, H, carries 0.480; number 34, H, carries 0.368; number 35, C, carries -1.285; number 36, H, carries 0.448; number 37, H, carries 0.348; number 38, H, carries 0.341; number 39, C, carries -1.389; number 40, H, carries 0.397; number 41, H, carries 0.276; number 42, H, carries 0.397; number 43, C, carries -1.148; number 44, H, carries 0.200; number 45, H, carries 0.459; number 46, H, carries 0.324; number 47, H, carries -0.242; number 48, H, carries 0.139; number 49, C, carries -0.775; number 50, N, carries 0.122; number 51, C, carries -1.055; number 52, C, carries 0.181; number 53, S, carries -0.530; number 54, N, carries 0.145; number 55, C, carries -1.204; number 56, C, carries -0.872; number 57, H, carries 0.397; number 58, H, carries 0.234; number 59, H, carries 0.140; number 60, H, carries 0.381; number 61, H, carries 0.325; number 62, H, carries 0.407; number 63, H, carries 0.456; number 64, H, carries 0.354; number 65, H, carries 0.345; number 66, H, carries -0.003; number 67, H, carries 0.352; number 68, H, carries 0.537

- Which of these has the highest molecular weight?
  C24H37FeN3P2S